Entry 1:
C11H16N4O3 | ωB97M-V/def2-TZVPD

XYZ file:
```
34
Properties=species:S:1:pos:R:3:forces:R:3
C -0.8430 0.4624 -3.8855 -0.50 -0.11 0.62
C -0.2476 0.3931 -2.4839 0.64 -0.61 0.20
N 1.0427 0.0675 -2.3961 0.93 -0.17 0.41
C 1.6147 -0.0573 -1.1754 -2.42 0.14 -0.17
N 2.9450 -0.4961 -1.0979 -2.12 0.50 0.47
C 3.6850 -0.9317 -2.2841 0.51 0.68 -0.22
C 3.5425 -0.4126 0.1346 3.97 -1.32 -0.80
O 4.7511 -0.6750 0.2272 -1.65 0.39 0.01
N 0.9242 0.1682 -0.0245 0.28 -0.71 -0.71
C -0.3965 0.3783 -0.1165 2.87 0.32 -1.76
O -1.0071 0.6302 1.0528 -0.52 1.10 1.13
C -1.2508 -0.4245 1.8313 -2.05 -3.53 2.56
O -1.3551 -1.5676 1.4026 0.56 1.28 -0.09
N -1.5851 -0.1469 3.1838 1.34 1.15 -2.22
C -1.8445 -1.1970 4.1473 -0.36 -0.56 -0.76
C -1.1121 1.1424 3.6714 0.42 -0.21 0.46
C -1.0234 0.5444 -1.3294 -0.94 0.23 -0.52
C -2.4686 0.9169 -1.4593 0.11 -0.85 -0.16
H -1.2909 1.4449 -4.0799 0.01 -0.18 0.10
H -1.6536 -0.2985 -3.9834 0.56 0.53 0.05
H -0.0882 0.2779 -4.6412 0.15 -0.08 0.10
H 3.0527 -0.9805 -3.1955 0.21 0.06 1.03
H 4.4574 -0.1673 -2.4257 0.04 -0.29 -0.32
H 4.2019 -1.8783 -2.0994 -0.30 0.15 0.11
H 3.0021 -0.1677 1.0214 -1.00 0.37 0.14
H -2.9020 -1.1580 4.4637 0.52 -0.01 0.13
H -1.6627 -2.1682 3.6836 -0.13 0.13 -0.07
H -1.1581 -1.1255 4.9819 -0.02 0.19 0.31
H -1.5949 1.9168 3.1014 -0.22 0.58 0.22
H -0.0354 1.2495 3.5417 0.19 -0.01 -0.23
H -1.2410 1.2354 4.7562 -0.56 0.03 -0.38
H -2.9532 0.2607 -2.2029 -0.02 0.24 0.47
H -2.9552 0.8404 -0.4968 -0.31 -0.03 0.05
H -2.5504 1.9240 -1.8236 -0.17 0.60 -0.14
```
Forces are in eV/Å.

Values from the calculation:
- SMILES = Cc1nc(N(C)C=O)nc(OC(=O)N(C)C)c1C
- LUMO (eV) = 0.59
- relative energy (zero: lowest compared OMol25 entry of this formula, charge and spin) (kJ/mol) = 97.9
- orbital gap (eV) = 9.5
- HOMO level (eV) = -8.88



Entry 2:
C2H3O3S | ωB97M-V/def2-TZVPD

XYZ file:
```
9
Properties=species:S:1:pos:R:3:forces:R:3
C -2.0361 -0.6116 -0.0924 1.13 -1.33 -0.48
C -1.9815 -1.8412 -0.2554 -0.21 3.52 0.25
O -4.0083 2.1911 -0.9250 2.95 0.29 1.52
O -1.7124 0.6031 -0.0074 -0.27 -0.13 -0.09
O -1.7085 3.2292 -0.5447 -1.40 -1.15 0.18
S -2.7972 2.3739 -0.0336 -1.67 0.79 -1.47
H 8.4134 -1.2226 0.9794 -0.41 -0.78 0.12
H -2.2300 -2.8260 -0.2063 -0.53 -1.98 0.08
H 8.0607 -1.8960 1.0853 0.41 0.78 -0.12
```
Forces are in eV/Å.

Values from the calculation:
- LUMO (eV) = 3.83
- total charge = -1
- relative energy (zero: lowest compared OMol25 entry of this formula, charge and spin) (kJ/mol) = 353.7
- orbital gap (eV) = 8.0
- HOMO level (eV) = -4.18



Entry 3:
H20O10 | ωB97M-V/def2-TZVPD

XYZ file:
```
30
Properties=species:S:1:pos:R:3:forces:R:3
O 6.4076 8.5594 -3.6866 0.07 0.00 0.21
H 6.8552 9.1843 -3.0924 -0.21 -0.19 -0.28
H 5.8382 8.0248 -3.1105 0.19 0.19 -0.20
O 5.8540 6.7835 -1.4303 -0.19 0.16 0.27
H 6.7440 7.1184 -1.2750 -0.03 -0.12 -0.05
H 5.2832 7.3174 -0.8584 0.09 -0.07 -0.10
O 6.2543 12.4834 1.7843 -0.26 0.30 -0.16
H 5.8713 13.3276 1.5021 0.01 -0.12 0.13
H 5.4901 11.9044 1.9167 0.14 0.36 0.21
O 1.6817 11.5678 -0.1630 -0.36 -0.11 0.19
H 1.6049 10.6181 -0.0217 0.08 0.07 0.03
H 1.0516 11.9587 0.4563 0.08 -0.06 -0.08
O 5.5030 9.9863 2.8045 0.15 -0.12 -0.16
H 5.7576 10.1552 1.8829 -0.22 -0.39 0.09
H 5.9064 9.1385 3.0133 -0.05 0.06 0.08
O 4.8347 10.2269 -0.0033 -0.14 -0.12 -0.04
H 4.2930 10.9953 -0.2481 0.29 0.05 0.03
H 5.3947 10.0769 -0.7748 -0.17 0.16 -0.06
O 6.4942 12.5764 -1.0068 0.09 -0.18 -0.19
H 6.5112 12.3756 -0.0526 0.03 0.02 -0.27
H 6.8405 11.7809 -1.4355 0.07 0.30 0.20
O 3.6874 13.4751 -0.6470 -0.57 -0.24 0.18
H 3.8889 13.4925 -1.5886 0.17 -0.03 0.11
H 2.8461 12.9853 -0.5677 0.57 0.24 -0.18
O 3.4575 8.6273 -2.4742 -0.05 -0.20 0.13
H 2.7504 8.9046 -1.8830 0.05 0.01 -0.04
H 3.3314 7.6754 -2.5755 0.00 0.12 -0.09
O 7.9484 10.3077 -1.9905 0.34 -0.20 0.00
H 8.4386 9.7206 -1.4012 -0.01 0.15 -0.02
H 8.6265 10.7391 -2.5289 -0.15 -0.02 0.04
```
Forces are in eV/Å.

Values from the calculation:
- SMILES = O.O.O.O.O.O.O.O.O.O
- LUMO (eV) = -0.15
- relative energy (zero: lowest compared OMol25 entry of this formula, charge and spin) (kJ/mol) = 268.7
- orbital gap (eV) = 10.2
- HOMO level (eV) = -10.38



Entry 4:
C4H11OP | ωB97M-V/def2-TZVPD

XYZ file:
```
17
Properties=species:S:1:pos:R:3:forces:R:3
C 2.9328 -0.1065 0.4723 -2.57 -2.39 -2.66
P 0.6884 -0.1640 0.0746 1.01 0.28 1.18
C 0.2400 1.6393 -0.0440 -3.40 -2.15 -1.84
O 0.6714 -0.6644 -1.4785 -1.22 -0.84 1.04
C -0.9841 -1.0176 0.5772 1.24 1.92 -1.96
C -2.1467 -0.3620 -0.1896 -1.37 -4.57 1.54
H 3.1592 -1.2532 0.4282 -0.41 1.56 -0.19
H 2.9841 0.0565 1.4984 -0.04 0.73 2.35
H -0.6543 1.8066 0.6455 1.09 0.14 -1.29
H 1.0579 2.1163 0.3045 2.60 1.93 1.02
H 0.0653 1.8831 -1.1856 0.00 -0.28 2.47
H 1.2688 -0.0596 -1.8621 1.53 0.84 -1.44
H -0.7436 -1.9748 0.2244 -0.06 -1.69 -0.36
H -1.1860 -1.0327 1.6030 0.13 -0.02 1.64
H -3.0805 -1.1133 -0.2015 1.87 1.74 0.28
H -2.3800 0.5063 0.3105 -0.94 2.06 0.64
H -1.8927 -0.2602 -1.1772 0.53 0.73 -2.43
```
Forces are in eV/Å.

Values from the calculation:
- SMILES = C=[P@@](C)(O)CC
- LUMO (eV) = 0.68
- relative energy (zero: lowest compared OMol25 entry of this formula, charge and spin) (kJ/mol) = 381.5
- orbital gap (eV) = 8.6
- HOMO level (eV) = -7.90



Entry 5:
CH6O6P | ωB97M-V/def2-TZVPD

XYZ file:
```
14
Properties=species:S:1:pos:R:3:forces:R:3
C 0.3416 1.7645 0.8760 0.93 -0.01 -0.45
O 0.0461 2.7482 0.1099 -0.39 0.21 0.22
O -0.4700 1.3963 1.7782 -0.59 0.07 0.29
O -0.1289 -1.8958 -1.9085 -0.16 -0.27 0.48
O -1.1801 -1.7229 0.3553 0.55 -0.03 0.18
O 1.2821 -1.7619 0.2176 0.02 0.30 0.03
O 0.1258 0.2877 -0.6404 0.01 -0.30 0.18
P 0.0245 -1.1913 -0.5073 -0.23 0.49 -0.46
H 1.3568 1.3833 0.9874 -0.24 0.13 -0.14
H 0.7077 2.9851 -0.5617 0.08 -0.27 0.17
H -1.3592 1.8003 1.7063 0.23 -0.02 -0.08
H -0.0066 -1.3186 -2.6636 0.12 0.22 -0.34
H -2.0301 -1.7612 -0.0823 -0.43 -0.05 -0.24
H 1.2901 -2.7137 0.3332 0.12 -0.46 0.15
```
Forces are in eV/Å.

Values from the calculation:
- LUMO (eV) = -3.48
- total charge = +1
- relative energy (zero: lowest compared OMol25 entry of this formula, charge and spin) (kJ/mol) = 27.3
- orbital gap (eV) = 12.3
- HOMO level (eV) = -15.77



Entry 6:
C23H14N4O2PSeSr | ωB97M-V/def2-TZVPD

XYZ file:
```
46
Properties=species:S:1:pos:R:3:forces:R:3
Sr -0.5399 0.4497 -0.2343 0.06 -0.12 0.33
O -1.1282 0.4654 2.5942 0.05 0.06 -0.08
C -1.3571 -0.5777 1.9636 0.06 -0.07 -0.20
C -1.3429 -1.8963 2.6962 -0.03 0.06 0.08
C -1.3950 -2.0512 4.0745 -0.01 0.02 0.03
C -1.3155 -3.3179 4.6326 0.00 0.01 0.00
C -1.1565 -4.4257 3.8078 0.00 -0.02 -0.01
C -1.0916 -4.2764 2.4278 0.01 0.00 -0.02
C -1.2008 -3.0091 1.8650 -0.01 0.02 -0.06
P -1.1610 -2.6529 0.0536 0.03 0.08 0.03
C -0.6783 -4.2861 -0.6151 0.00 0.01 -0.06
C 0.6879 -4.4694 -0.8278 0.01 -0.03 -0.01
C 1.1707 -5.6746 -1.3172 -0.01 0.01 0.00
C 0.2874 -6.7023 -1.6168 0.00 0.00 0.00
C -1.0764 -6.5215 -1.4256 -0.01 -0.03 -0.01
C -1.5583 -5.3204 -0.9252 -0.01 0.04 0.01
C -2.9444 -2.5138 -0.3382 -0.02 -0.10 0.04
C -3.9519 -2.9748 0.5073 -0.03 0.01 -0.02
C -5.2860 -2.7933 0.1728 0.02 0.00 0.01
C -5.6286 -2.1416 -1.0046 0.00 0.00 -0.01
C -4.6353 -1.6787 -1.8554 -0.04 0.00 0.00
C -3.3022 -1.8692 -1.5218 0.06 -0.01 0.00
H -1.4871 -1.1639 4.6905 0.00 0.00 0.00
H -1.3643 -3.4493 5.7070 0.00 0.01 0.00
H -1.0791 -5.4146 4.2432 0.00 0.00 -0.01
H -0.9563 -5.1445 1.7946 0.00 -0.01 0.02
H 1.3829 -3.6626 -0.6225 0.00 0.00 0.00
H 2.2345 -5.7949 -1.4766 0.00 0.00 0.00
H 0.6590 -7.6403 -2.0106 0.00 0.00 0.00
H -1.7681 -7.3187 -1.6698 0.00 0.00 0.00
H -2.6233 -5.1821 -0.7790 0.00 0.00 -0.01
H -3.6955 -3.4655 1.4384 0.01 0.01 0.00
H -6.0573 -3.1534 0.8427 -0.01 0.01 -0.01
H -6.6700 -1.9839 -1.2560 0.00 -0.01 0.00
H -4.8859 -1.1487 -2.7654 0.03 0.01 0.00
H -2.5340 -1.5019 -2.1956 -0.01 0.01 -0.01
Se -3.6565 1.2593 -4.3912 -0.01 0.00 -0.02
C -2.5265 1.3917 -3.0162 0.00 0.02 0.02
N -1.7879 1.4666 -2.1128 -0.10 0.01 -0.09
O 1.7711 -0.1143 -0.5558 -0.03 0.09 0.01
N 2.8641 0.5492 -0.6617 0.01 -0.04 0.02
C 3.9436 -0.1728 -0.8330 -0.04 -0.01 0.01
C 5.1973 0.5027 -0.9453 0.02 0.00 -0.04
N 6.2168 1.0269 -1.0428 0.01 0.00 0.01
C 3.8954 -1.6049 -0.9032 0.03 0.00 0.01
N 3.8598 -2.7533 -0.9595 0.00 0.00 0.00
```
Forces are in eV/Å.

Values from the calculation:
- LUMO (eV) = 2.42
- total charge = -1
- orbital gap (eV) = 7.1
- HOMO level (eV) = -4.63



Entry 7:
C49H46N5O5TeTi | ωB97M-V/def2-TZVPD

XYZ file:
```
107
Properties=species:S:1:pos:R:3:forces:R:3
Ti -0.4380 0.9648 -0.3752 0.77 -0.55 0.54
C 0.7706 3.5892 2.7731 0.03 -0.08 0.06
C -0.0897 2.5963 2.0361 -0.08 0.01 0.00
O 0.0523 2.5522 0.7726 0.04 0.38 0.36
C -0.9833 1.8109 2.7609 0.05 -0.04 0.04
C -1.9707 0.9939 2.1937 -0.08 0.17 -0.19
C -3.0052 0.3902 3.0960 0.05 -0.05 0.05
N -2.0698 0.8306 0.8789 -0.43 -0.14 0.52
N -3.1731 0.0863 0.4735 -0.16 0.18 -0.07
C -3.8239 0.5026 -0.5404 -0.02 -0.07 -0.08
O -3.7128 1.6987 -1.1623 -0.02 0.01 0.10
C -4.9287 -0.3673 -1.0507 0.14 0.07 0.09
C -5.1508 -1.6229 -0.4852 0.02 -0.05 -0.04
C -6.1378 -2.4521 -0.9889 0.01 0.01 0.01
C -6.9200 -2.0414 -2.0630 -0.01 0.00 -0.01
C -6.7196 -0.7859 -2.6151 0.03 0.00 0.03
C -5.7322 0.0494 -2.1066 -0.08 0.00 0.01
H 1.2746 4.2392 2.0617 -0.01 0.01 -0.01
H 1.5199 3.0413 3.3513 0.02 0.00 -0.02
H 0.1781 4.1879 3.4653 0.01 -0.02 0.02
H -0.9787 1.9060 3.8375 0.03 -0.02 0.00
H -2.6609 0.4212 4.1263 0.00 0.02 0.03
H -3.2002 -0.6425 2.8114 0.01 -0.03 -0.01
H -3.9443 0.9408 3.0070 -0.01 -0.03 0.00
H -4.5255 -1.9356 0.3400 0.00 0.00 -0.01
H -6.2969 -3.4266 -0.5439 0.00 0.00 -0.01
H -7.6865 -2.6951 -2.4601 0.00 0.00 0.00
H -7.3348 -0.4495 -3.4402 -0.01 0.00 0.00
H -5.6006 1.0439 -2.5108 0.03 0.01 -0.02
C -2.9619 3.6002 -2.3379 -0.04 0.03 -0.06
C -2.6046 2.1313 -2.0889 0.21 -0.01 0.05
O -1.4068 1.9875 -1.5204 -1.04 0.83 -1.35
N -2.6676 1.3435 -3.3124 -0.13 -0.20 0.17
C -1.6832 0.2802 -3.4822 0.08 0.09 0.02
C -1.7640 -0.9250 -2.5672 -0.03 -0.02 0.02
C -2.3527 -2.0975 -3.0269 0.02 0.02 0.01
C -2.3798 -3.2212 -2.2212 0.01 0.00 0.02
C -1.8204 -3.1419 -0.9575 -0.01 0.01 -0.01
C -1.2734 -1.9390 -0.5520 0.00 -0.01 0.02
N -1.2318 -0.8554 -1.3352 -0.33 -0.41 -0.18
H -2.0823 4.2018 -2.1169 0.02 0.00 -0.04
H -3.7768 3.9167 -1.6913 0.02 0.00 0.03
H -3.2417 3.7492 -3.3789 -0.03 0.01 0.00
H -3.6105 1.0043 -3.4535 0.00 0.05 -0.09
H -0.6892 0.7105 -3.3706 -0.02 -0.02 -0.03
H -1.7824 -0.0797 -4.5084 -0.01 0.01 0.00
H -2.7793 -2.1134 -4.0213 0.00 -0.01 -0.01
H -2.8318 -4.1401 -2.5722 0.00 0.00 0.00
H -1.8118 -3.9859 -0.2826 0.00 -0.01 0.02
H -0.8463 -1.8187 0.4354 0.03 -0.01 0.05
C 6.1239 1.4381 1.3781 0.01 0.00 0.01
C 4.6685 1.0700 1.2437 0.02 -0.01 -0.01
C 3.9887 0.4786 2.2914 0.03 -0.02 0.05
C 2.6381 0.0430 2.2277 0.02 0.00 -0.05
C 2.0710 -0.4323 3.4811 0.14 0.09 0.07
O 2.6653 -0.1329 4.5641 -0.06 0.03 0.01
C 0.8937 -1.3086 3.5922 -0.12 -0.10 -0.02
C 0.5119 -2.2510 2.6278 0.07 0.04 -0.10
C -0.5181 -3.1477 2.8645 -0.04 0.01 -0.03
C -1.2112 -3.1380 4.0708 0.02 0.04 -0.02
C -0.8376 -2.2146 5.0436 -0.06 0.00 0.00
C 0.1966 -1.3260 4.8129 0.04 0.04 0.00
C 1.9705 0.2747 0.9921 -0.16 -0.08 -0.04
O 0.6711 -0.0346 0.8022 0.59 -0.38 0.27
C 2.6366 0.9468 -0.0439 0.00 -0.03 -0.09
C 3.9827 1.3249 0.0604 0.02 0.06 0.02
C 1.8216 1.3170 -1.2284 0.24 -0.12 -0.01
N 1.1621 0.4322 -1.9424 0.41 0.15 -0.15
C 1.6557 -0.9515 -1.9064 -0.06 -0.05 0.04
C 2.9252 -0.9909 -2.7461 0.04 -0.02 0.04
Te 3.8396 -2.9229 -2.8774 -0.08 -0.09 -0.11
C 3.8985 -3.3236 -0.8127 -0.06 0.11 0.05
C 3.0806 -4.3115 -0.2703 0.05 -0.01 0.00
C 3.0940 -4.5494 1.0971 -0.04 0.02 0.02
C 3.9019 -3.7882 1.9301 -0.02 -0.01 -0.01
C 4.7148 -2.8026 1.3912 -0.01 0.03 0.01
C 4.7213 -2.5737 0.0224 -0.05 0.00 0.01
C 1.7881 2.7327 -1.6861 0.00 -0.03 0.05
C 2.1937 3.7689 -0.8461 0.00 0.01 0.01
C 2.1478 5.0829 -1.2821 0.00 0.01 -0.01
C 1.6968 5.3807 -2.5617 -0.01 -0.02 0.01
C 1.3037 4.3529 -3.4096 0.01 0.01 0.02
C 1.3560 3.0387 -2.9757 -0.01 0.00 -0.05
H 6.4603 1.3159 2.4081 0.00 0.00 0.00
H 6.3033 2.4750 1.0840 0.00 0.01 -0.01
H 6.7558 0.8098 0.7432 0.00 0.00 0.00
H 4.4847 0.3259 3.2425 0.01 0.01 -0.01
H 1.0635 -2.2959 1.6974 0.02 -0.03 -0.02
H -0.7744 -3.8811 2.1068 0.02 -0.03 -0.03
H -2.0095 -3.8462 4.2555 -0.01 0.00 0.00
H -1.3569 -2.1971 5.9957 0.00 0.01 0.01
H 0.5131 -0.6285 5.5773 0.01 -0.01 0.01
H 4.4622 1.8458 -0.7620 0.00 0.00 -0.01
H 0.9083 -1.6070 -2.3554 0.02 0.03 -0.01
H 1.8572 -1.3179 -0.8977 -0.02 0.02 0.01
H 3.6685 -0.3026 -2.3493 0.01 0.02 0.02
H 2.7095 -0.7160 -3.7798 0.03 0.04 -0.01
H 2.4281 -4.8857 -0.9160 -0.02 0.01 0.00
H 2.4466 -5.3081 1.5184 -0.02 0.00 0.00
H 3.8752 -3.9417 3.0008 0.01 0.00 0.01
H 5.3274 -2.1915 2.0396 -0.01 0.04 0.01
H 5.3474 -1.7932 -0.3912 0.00 0.03 0.01
H 2.5308 3.5303 0.1526 -0.02 0.01 0.00
H 2.4572 5.8796 -0.6168 0.00 0.00 0.00
H 1.6545 6.4095 -2.8976 0.01 0.01 -0.01
H 0.9598 4.5756 -4.4121 0.00 0.00 0.00
H 1.0609 2.2290 -3.6299 -0.01 0.00 0.01
```
Forces are in eV/Å.

Values from the calculation:
- LUMO (alpha / beta) (eV) = 2.06 / 1.96
- spin multiplicity = 3
- total charge = -1
- relative energy (zero: lowest compared OMol25 entry of this formula, charge and spin) (kJ/mol) = 183.7
- orbital gap (alpha / beta) (eV) = 3.5 / 6.8
- HOMO level (alpha / beta) (eV) = -1.44 / -4.83



Entry 8:
F6H6KN3O15S6 | ωB97M-V/def2-TZVPD

XYZ file:
```
37
Properties=species:S:1:pos:R:3:forces:R:3
K 1.9302 0.6620 -0.1857 -0.42 -0.45 -0.23
N -1.0509 -0.2617 -4.6783 2.98 -0.67 1.84
S -2.3141 -0.5639 -3.8531 -6.56 0.20 1.68
O -2.5017 0.2970 -2.6994 0.81 -0.99 -0.63
O -2.7948 -1.9264 -3.7725 0.91 1.09 -0.25
F -3.4499 0.0696 -4.8411 0.78 0.02 -0.47
S 0.0557 -0.7858 -3.4955 1.94 -1.44 -2.27
O -0.1567 -2.1154 -3.0011 -0.14 1.27 0.14
O 0.6375 0.1978 -2.6167 -0.33 -0.19 -0.99
F 1.2011 -1.0989 -4.6420 -0.17 0.83 0.82
N 0.1211 2.2000 1.6315 -0.70 0.73 2.83
S -0.6744 2.5795 3.0403 0.24 0.60 3.37
O -1.1119 1.4213 3.7514 0.44 0.44 -0.60
O -1.4805 3.7771 3.1052 0.84 -1.21 -0.77
F 0.6286 3.0849 3.8635 0.09 -0.52 -0.43
S -0.9896 2.6611 0.6687 -4.72 1.00 -6.17
O -0.8941 4.0275 0.2141 0.55 -0.77 0.73
O -2.3305 2.1616 0.9125 1.84 0.42 0.61
F -0.5659 1.8378 -0.6194 0.64 0.18 0.44
N -1.0492 -3.0243 1.5905 -0.95 3.30 -0.59
S -1.4957 -1.6755 0.7102 -0.06 1.86 1.31
O -2.6031 -1.8499 -0.1542 0.08 -0.39 -0.11
O -0.4197 -0.7926 0.2809 -0.54 -1.40 0.36
F -2.0958 -0.8743 1.9305 0.09 -0.27 0.27
S -0.3189 -3.8542 0.5359 2.61 -3.38 -1.74
O 1.0901 -3.5262 0.2877 -1.89 -0.44 0.44
O -1.1281 -4.2746 -0.5739 0.65 0.32 0.09
F -0.2534 -5.2210 1.4124 0.36 0.32 0.07
O 1.4839 0.0283 2.5245 0.66 -0.20 0.03
H 1.5825 0.2724 3.4491 -0.06 -0.04 -0.02
H 0.9454 0.7375 2.1426 -0.30 -0.38 0.29
O 3.9236 -1.0613 -0.5640 0.42 0.07 0.07
H 4.2158 -1.5744 0.1978 -0.25 -0.07 -0.01
H 4.5603 -1.2638 -1.2560 -0.15 -0.03 -0.06
O 2.6944 3.1049 1.3048 0.43 -0.02 -0.25
H 1.7496 2.8913 1.3859 -0.08 0.23 0.23
H 2.8592 3.7327 2.0127 -0.02 -0.03 -0.01
```
Forces are in eV/Å.

Values from the calculation:
- LUMO (eV) = 3.31
- total charge = -2
- relative energy (zero: lowest compared OMol25 entry of this formula, charge and spin) (kJ/mol) = 77.2
- orbital gap (eV) = 7.4
- HOMO level (eV) = -4.05



no.,DFT total energy (hartree),maximum force (eV/Å)
1,-873.5308,4.81
2,-701.8601,3.53
3,-764.3796,0.65
4,-575.4542,5.02
5,-834.3763,1.03
6,-4027.9419,0.35
7,-3662.4442,1.89
8,-4884.8422,7.83